Computed, not measured: a molecular structure, C39H36ClN5O2SW at a distorted geometry, with wB97M-V/def2-TZVPD.

Cartesian coordinates (Å):
W (-1.11, 0.50, 0.15)
Cl (-1.68, 7.61, 0.39)
S (5.28, -0.95, 0.76)
O (-4.22, 2.84, 1.97)
O (-0.82, 1.98, -0.98)
N (0.89, -0.28, -0.22)
N (5.51, -5.19, 2.39)
N (-0.05, 1.62, 1.52)
N (-2.78, 1.30, 0.90)
N (-1.05, -0.80, 1.88)
C (0.41, -1.22, 3.80)
C (1.32, -1.47, 0.27)
C (-2.13, 0.93, -3.42)
C (-1.46, -2.65, 3.36)
C (-1.76, -1.21, -1.62)
C (-1.76, -1.86, 2.25)
C (-3.50, 2.09, 1.45)
C (0.41, -1.80, -2.84)
C (-1.00, 3.28, -0.67)
C (-0.02, -0.42, 2.73)
C (-1.58, 4.15, -1.58)
C (-0.35, -2.37, 4.11)
C (-0.61, 3.77, 0.60)
C (-0.04, 2.92, 1.59)
C (-4.29, 1.60, -2.32)
C (5.35, -2.62, 1.41)
C (1.87, 0.61, -0.53)
C (2.63, -1.77, 0.54)
C (2.19, 0.35, 4.24)
C (-1.88, -2.65, -1.17)
C (3.20, 0.40, -0.28)
C (-4.09, -0.86, -0.72)
C (5.74, -4.94, 1.11)
C (-0.94, 0.19, -3.45)
C (1.55, -0.82, 4.53)
C (-0.76, -0.89, -2.59)
C (-1.81, 5.47, -1.25)
C (-3.07, 0.72, -2.40)
C (-1.41, 5.97, -0.01)
C (-2.42, 1.87, -4.56)
C (5.13, -2.86, 2.76)
C (5.67, -3.66, 0.56)
C (0.11, 0.50, -4.49)
C (-0.80, 5.13, 0.90)
C (1.69, 1.21, 3.24)
C (0.58, 0.84, 2.51)
C (3.62, -0.80, 0.34)
C (-2.90, -0.36, -1.50)
C (5.21, -4.18, 3.19)
H (5.86, -3.50, -0.49)
H (-5.06, 1.25, -3.01)
H (0.56, -2.22, 0.43)
H (-4.72, 1.62, -1.33)
H (-0.48, 5.52, 1.86)
H (-3.44, 2.25, -4.54)
H (2.19, 2.15, 3.04)
H (-4.62, -1.62, -1.30)
H (-2.61, -2.11, 1.63)
H (-0.06, -3.00, 4.95)
H (-2.29, 6.13, -1.96)
H (5.03, -4.43, 4.23)
H (1.11, 0.39, -4.09)
H (0.53, -2.59, -2.10)
H (-2.10, -3.48, 3.59)
H (-1.74, 2.73, -4.59)
H (0.02, -0.18, -5.34)
H (-0.92, -3.12, -0.96)
H (0.41, 3.39, 2.47)
H (2.88, -2.76, 0.91)
H (3.92, 1.15, -0.55)
H (-4.80, -0.07, -0.50)
H (6.01, -5.79, 0.49)
H (1.35, -1.24, -2.88)
H (0.01, 1.52, -4.86)
H (1.91, -1.45, 5.34)
H (3.07, 0.65, 4.80)
H (-2.35, -3.22, -1.97)
H (0.29, -2.28, -3.82)
H (-4.05, 2.63, -2.58)
H (-3.81, -1.30, 0.23)
H (-2.51, -2.77, -0.29)
H (-2.29, 1.33, -5.50)
H (1.54, 1.51, -1.01)
H (-1.86, 3.77, -2.55)
H (4.92, -2.06, 3.45)

- LUMO energy (spin up / spin down): -6.922 / -6.803 eV
- Expectation value of S²: 2.024
- Energy relative to the best compared isomer or geometry (same formula, charge and spin): 4.5 kcal/mol
- E_HOMO (spin up / spin down): -12.9389 / -13.8148 eV
- Net charge: +2
- Multiplicity: 3

=====

Computed, not measured: 2 unconnected molecules or ions with the total composition C4H3Cl3N2OS at a distorted geometry, with wB97M-V/def2-TZVPD.

Cartesian coordinates (Å):
Cl (2.88, -1.83, -2.57)
Cl (1.25, -3.81, -1.20)
Cl (-0.05, -1.57, -2.52)
S (2.33, 1.14, 0.60)
O (-1.52, -1.93, 0.97)
N (-0.08, 0.73, -0.67)
N (0.41, -0.65, 0.94)
C (0.86, 0.46, 0.28)
C (1.42, -2.15, -1.75)
C (-1.06, -0.13, -0.65)
C (-0.80, -1.14, 0.47)
H (0.80, -0.99, 1.82)
H (0.02, 1.46, -1.34)
H (-1.97, 0.14, -1.21)

- LUMO energy (spin up / spin down): -1.467 / -1.108 eV
- Energy relative to the best compared isomer or geometry (same formula, charge and spin): 66.2 kcal/mol
- E_HOMO (spin up / spin down): -7.5533 / -8.9103 eV
- Net charge: 0

=====

Computed, not measured: a molecular structure, C62H84CsN2O3P2Si at a distorted geometry, with wB97M-V/def2-TZVPD.

Cartesian coordinates (Å):
Cs (0.37, -0.43, -1.22)
P (2.89, 2.16, -1.26)
P (-0.59, 1.12, 1.76)
Si (2.52, 0.39, 1.35)
O (0.69, 0.28, -6.19)
O (0.07, -0.20, -3.61)
O (-2.00, 0.30, -2.95)
N (-1.08, -3.07, -0.89)
N (0.51, -3.29, 1.20)
C (1.83, 3.35, -2.23)
C (-4.41, -5.71, -1.64)
C (-0.44, -4.22, 1.10)
C (-0.53, 0.86, -6.27)
C (-5.35, -5.67, -0.43)
C (5.68, 1.85, -1.26)
C (-3.03, 2.10, -6.51)
C (0.33, -5.33, 3.11)
C (0.46, 3.45, -1.53)
C (6.96, 1.66, -2.08)
C (-1.40, 0.87, -5.18)
C (0.03, -5.75, 5.54)
C (-4.59, 1.10, 1.97)
C (-5.15, 0.19, 0.87)
C (-2.69, 0.20, 0.26)
C (-1.09, 2.75, 2.55)
C (7.10, 2.73, -3.18)
C (-2.64, 1.49, -5.33)
C (-1.00, 5.72, 2.61)
C (-1.85, 3.61, 1.53)
C (-0.55, -5.25, 2.04)
C (1.37, -3.37, 2.21)
C (1.56, -7.20, 4.20)
C (-1.08, 0.27, -3.80)
C (1.66, 0.10, 3.05)
C (0.24, -0.75, 5.34)
C (-3.87, -7.14, -1.84)
C (1.67, 2.82, -3.65)
C (-0.23, 4.52, -3.69)
C (-0.90, -7.39, 3.92)
C (-2.42, -4.94, -0.29)
C (-3.24, -4.77, -1.41)
C (0.25, -6.41, 4.18)
C (3.68, 4.18, 2.82)
C (3.11, 3.04, 0.34)
C (4.25, -0.44, 1.65)
C (-2.21, 0.16, 1.72)
C (6.46, 4.04, -2.72)
C (-3.39, 0.46, 2.68)
C (2.30, -0.56, 4.11)
C (1.61, -0.98, 5.24)
C (3.30, 4.42, 0.46)
C (-2.92, -3.72, -2.26)
C (1.32, -4.35, 3.18)
C (-0.22, 4.87, 3.61)
C (-2.16, 2.08, -7.59)
C (3.58, 4.99, 1.70)
C (-2.24, 4.97, 2.12)
C (0.15, 3.52, 3.01)
C (0.86, 3.80, -4.51)
C (-1.35, -4.09, -0.06)
C (4.56, 2.45, -2.11)
C (3.42, 2.82, 2.71)
C (-0.41, -0.09, 4.31)
C (-0.69, 3.65, -2.52)
C (3.10, 2.23, 1.49)
C (-5.22, -5.33, -2.89)
C (4.94, 3.87, -2.54)
C (-1.84, -2.91, -1.95)
C (-0.93, 1.46, -7.47)
C (-4.02, -0.52, 0.09)
C (0.28, 0.32, 3.17)
H (-1.73, 2.56, 3.42)
H (-0.31, -1.08, 6.22)
H (-3.73, -0.48, 3.13)
H (1.52, -7.99, 4.96)
H (4.87, -0.34, 0.76)
H (0.38, 3.25, -5.33)
H (2.13, -1.50, 6.04)
H (1.18, 1.84, -3.62)
H (0.69, 5.39, 3.91)
H (0.49, 4.29, -0.82)
H (5.36, 0.89, -0.86)
H (5.86, 2.50, -0.40)
H (-1.20, 3.77, 0.67)
H (-0.91, -8.15, 4.71)
H (2.11, -2.58, 2.25)
H (-0.03, -6.50, 6.33)
H (-1.94, -0.27, -0.36)
H (-3.50, -3.51, -3.15)
H (0.28, 2.55, -0.94)
H (0.84, -5.06, 5.78)
H (6.97, 0.67, -2.54)
H (-1.03, 2.69, -2.90)
H (-4.84, -6.00, 0.48)
H (4.15, -1.51, 1.85)
H (2.30, 4.34, -2.27)
H (-6.06, -6.02, -3.00)
H (3.45, 2.20, 3.60)
H (-3.90, -1.55, 0.45)
H (-1.87, -6.88, 3.93)
H (6.66, 4.84, -3.44)
H (-2.76, 5.56, 1.36)
H (-2.63, -5.74, 0.40)
H (0.71, 2.92, 3.73)
H (4.61, 4.59, -1.79)
H (-5.75, 0.79, 0.19)
H (-2.93, 4.82, 2.95)
H (4.43, 4.12, -3.47)
H (-5.81, -0.56, 1.31)
H (-0.36, 5.95, 1.76)
H (-1.30, 6.67, 3.07)
H (7.83, 1.71, -1.42)
H (4.82, 0.01, 2.49)
H (-3.09, 1.11, 3.50)
H (-5.37, 1.32, 2.70)
H (0.16, 5.47, -3.30)
H (-6.21, -6.33, -0.59)
H (3.92, 4.62, 3.79)
H (1.15, 0.41, -7.02)
H (-5.62, -4.32, -2.79)
H (3.72, 6.06, 1.78)
H (-1.59, -2.07, -2.59)
H (2.05, -4.34, 3.98)
H (2.65, 2.66, -4.11)
H (-4.61, -5.38, -3.79)
H (-0.83, 4.72, 4.51)
H (1.52, 4.54, -4.97)
H (-3.19, -7.17, -2.69)
H (-3.33, -7.48, -0.96)
H (3.22, 5.08, -0.40)
H (-5.71, -4.66, -0.27)
H (-1.34, -5.98, 1.93)
H (-3.29, 1.48, -4.46)
H (-3.99, 2.59, -6.59)
H (-2.78, 1.24, -0.09)
H (4.47, 1.82, -3.01)
H (-0.91, -5.18, 5.54)
H (-4.26, -0.58, -0.98)
H (8.15, 2.88, -3.44)
H (0.79, 3.68, 2.14)
H (-4.29, 2.05, 1.54)
H (3.37, -0.75, 4.05)
H (-1.07, 4.77, -4.34)
H (-1.48, 0.08, 4.40)
H (-4.69, -7.84, -2.03)
H (-1.54, 4.12, -2.02)
H (-2.43, 2.55, -8.53)
H (-0.78, -7.91, 2.97)
H (6.59, 2.39, -4.09)
H (-0.24, 1.45, -8.32)
H (2.41, -6.56, 4.43)
H (6.92, 4.33, -1.77)
H (-1.87, -0.86, 1.92)
H (1.75, -7.67, 3.23)
H (-2.75, 3.09, 1.18)

- LUMO energy: 1.864 eV
- Energy relative to the best compared isomer or geometry (same formula, charge and spin): 7.8 kcal/mol
- E_HOMO: -2.5432 eV
- Net charge: -1

=====

Computed, not measured: a molecular structure, C38H30GeN2O9SV at a distorted geometry, with wB97M-V/def2-TZVPD.

Cartesian coordinates (Å):
Ge (0.95, 2.21, 2.52)
V (0.09, -0.28, -2.19)
S (-0.74, -2.35, -0.72)
O (-0.11, -2.59, 0.54)
O (-1.47, -1.07, -0.97)
O (0.85, 0.16, -0.56)
O (-0.90, 1.86, -7.85)
O (-0.91, -1.04, -4.04)
O (-1.90, -0.82, -6.97)
O (-0.12, 3.36, -5.40)
O (2.56, 1.50, -1.12)
O (-0.06, 1.12, -3.17)
N (1.92, -1.03, -2.75)
N (0.25, -2.26, -2.01)
C (2.44, 4.28, 3.95)
C (1.45, 6.06, 5.23)
C (-4.36, -6.95, -2.04)
C (1.64, -2.16, -2.06)
C (-0.86, -1.42, 3.63)
C (-0.91, 1.44, -6.73)
C (-0.33, -0.36, 2.90)
C (-0.47, 3.74, -1.13)
C (1.18, 3.78, 3.63)
C (-3.47, -4.65, -2.49)
C (-0.44, 1.14, -4.48)
C (0.19, 5.57, 4.92)
C (3.18, -0.67, -2.98)
C (4.22, -1.47, -2.55)
C (3.94, -2.61, -1.81)
C (-2.28, 2.46, -0.20)
C (-0.91, -0.09, -4.87)
C (0.05, 0.85, 4.94)
C (2.66, 0.38, 0.99)
C (-3.47, -5.80, -1.69)
C (0.31, 3.44, -0.02)
C (-1.76, 3.24, -1.22)
C (2.69, 1.60, 1.91)
C (-0.48, -0.21, 5.67)
C (-1.82, -3.66, -1.08)
C (-2.65, -3.58, -2.19)
C (-1.49, 2.16, 0.91)
C (-1.80, -4.78, -0.27)
C (0.13, 0.79, 3.55)
C (-0.93, -1.35, 5.01)
C (-2.63, -5.85, -0.58)
C (2.63, -2.97, -1.54)
C (-0.41, 2.19, -5.46)
C (2.05, 0.75, -0.33)
C (2.58, 5.41, 4.75)
C (-0.19, 2.64, 1.01)
C (0.06, 4.44, 4.12)
C (-1.33, -0.01, -6.31)
H (3.34, 3.79, 3.59)
H (3.33, 0.26, -3.50)
H (2.37, -3.84, -0.96)
H (-0.28, -0.43, 1.82)
H (-3.29, 2.08, -0.26)
H (-0.69, 6.08, 5.29)
H (3.56, 5.79, 4.99)
H (5.24, -1.18, -2.76)
H (-4.09, -7.37, -3.01)
H (-0.54, -0.15, 6.75)
H (1.56, 6.94, 5.85)
H (-1.35, -2.17, 5.58)
H (4.75, -3.22, -1.43)
H (-4.30, -7.75, -1.30)
H (-4.11, -4.60, -3.35)
H (-0.06, 4.34, -1.93)
H (-1.15, -4.82, 0.60)
H (0.40, 1.73, 5.47)
H (3.28, 1.37, 2.80)
H (2.09, -0.44, 1.43)
H (-1.90, 1.53, 1.70)
H (-5.40, -6.63, -2.11)
H (3.20, 2.43, 1.40)
H (-2.64, -2.70, -2.83)
H (1.32, 3.83, 0.02)
H (3.68, 0.03, 0.80)
H (-2.37, 3.47, -2.09)
H (-2.63, -6.73, 0.05)
H (-1.21, -2.30, 3.10)
H (-0.93, 4.09, 3.88)

- LUMO energy (spin up / spin down): -1.795 / -1.060 eV
- Expectation value of S²: 0.781
- Energy relative to the best compared isomer or geometry (same formula, charge and spin): 9.2 kcal/mol
- E_HOMO (spin up / spin down): -8.8633 / -8.8727 eV
- Net charge: 0
- Multiplicity: 2

=====

Computed, not measured: 2 unconnected molecules or ions with the total composition C5H12NO, with wB97M-V/def2-TZVPD.

Cartesian coordinates (Å):
O (-1.26, -0.39, -1.59)
N (0.85, -1.46, 1.33)
C (-0.37, 0.65, -1.52)
C (-0.31, 1.46, -0.48)
C (0.65, -0.31, 1.83)
C (0.67, 2.59, -0.38)
C (-0.19, -2.43, 0.98)
H (-1.01, 1.33, 0.33)
H (-1.27, -0.74, -2.49)
H (0.30, 0.77, -2.37)
H (0.03, -2.84, 0.00)
H (0.17, 3.53, -0.13)
H (-1.15, -1.92, 0.97)
H (1.81, -1.74, 1.16)
H (-0.17, -3.23, 1.71)
H (-0.37, 0.04, 1.96)
H (1.22, 2.72, -1.31)
H (1.50, 0.30, 2.10)
H (1.41, 2.43, 0.41)

- LUMO energy: -4.857 eV
- Energy relative to the best compared isomer or geometry (same formula, charge and spin): 34.7 kcal/mol
- E_HOMO: -12.3043 eV
- Net charge: +1

=====

Computed, not measured: C20H21N3O3 in the gas phase, with wB97M-V/def2-TZVPD.

Cartesian coordinates (Å):
O (2.42, -3.44, 0.91)
O (1.75, 2.85, 0.98)
O (0.06, 5.08, 2.12)
N (-1.80, -0.05, 0.05)
N (-1.51, 2.11, -0.40)
N (-1.31, 1.88, 0.92)
C (0.48, -5.04, -2.49)
C (0.90, 3.73, 0.28)
C (-0.76, -4.50, -2.77)
C (2.08, -0.70, 1.57)
C (-1.21, -3.39, -2.08)
C (-0.42, -2.79, -1.12)
C (-0.96, 2.92, 1.84)
C (-0.31, 4.14, 1.15)
C (0.84, -3.32, -0.84)
C (1.46, 0.97, -0.55)
C (-1.37, -0.05, 2.51)
C (1.72, -2.74, 0.20)
C (-1.49, 0.57, 1.17)
C (-2.08, 0.67, -2.32)
C (2.07, 0.66, 1.75)
C (1.73, 1.51, 0.70)
C (1.44, -0.41, -0.72)
C (1.72, -1.26, 0.34)
C (1.28, -4.45, -1.52)
C (-1.80, 0.92, -0.89)
H (1.26, 1.60, -1.40)
H (2.33, -1.37, 2.38)
H (1.48, 4.63, 0.05)
H (2.25, -4.86, -1.28)
H (-1.39, -4.96, -3.53)
H (-2.00, 1.60, -2.87)
H (0.53, 3.30, -0.65)
H (-0.36, 0.06, 2.89)
H (-0.25, 2.51, 2.57)
H (-0.79, -1.93, -0.58)
H (-1.60, -1.11, 2.42)
H (-1.05, 4.63, 0.51)
H (0.84, 4.75, 2.59)
H (2.33, 1.10, 2.71)
H (-2.07, 0.41, 3.21)
H (-1.38, -0.06, -2.71)
H (-1.85, 3.27, 2.38)
H (1.24, -0.81, -1.70)
H (-3.09, 0.27, -2.43)
H (0.83, -5.91, -3.02)
H (-2.19, -2.98, -2.29)

- LUMO energy: 0.288 eV
- Energy relative to the best compared isomer or geometry (same formula, charge and spin): 62.3 kcal/mol
- SMILES: Cc1nc(C)n(C[C@@H](O)COc2ccc(C(=O)c3ccccc3)cc2)n1
- E_HOMO: -8.8892 eV
- Net charge: 0

=====

Computed, not measured: 2 unconnected molecules or ions with the total composition C4H10O2, with wB97M-V/def2-TZVPD.

Cartesian coordinates (Å):
O (-1.28, 1.42, -0.11)
O (0.79, 0.59, 0.90)
C (1.84, 1.23, 0.21)
C (-1.83, 0.19, -0.38)
C (-0.17, -1.74, 0.21)
C (-0.53, -0.50, -0.52)
H (-0.72, -2.55, -0.30)
H (1.46, 1.75, -0.69)
H (-2.41, 0.15, -1.32)
H (-2.45, -0.25, 0.42)
H (2.58, 0.48, -0.09)
H (-0.51, -1.71, 1.24)
H (0.06, -0.19, -1.37)
H (0.90, -1.96, 0.18)
H (-0.05, 1.15, 0.76)
H (2.33, 1.97, 0.86)

- LUMO energy (spin up / spin down): -0.326 / -0.325 eV
- Energy relative to the best compared isomer or geometry (same formula, charge and spin): 98.2 kcal/mol
- E_HOMO (spin up / spin down): -8.7507 / -8.7528 eV
- Net charge: 0

=====

Computed, not measured: a gas-phase ion, CH8N5 (charge +1) at a distorted geometry, with wB97M-V/def2-TZVPD.

Cartesian coordinates (Å):
N (-1.37, -0.20, -0.71)
N (2.01, -0.68, 0.31)
N (0.89, 1.30, 0.02)
N (-2.08, 0.02, 0.64)
N (-0.12, -0.69, -0.56)
C (0.94, 0.01, -0.12)
H (0.07, -1.72, -0.79)
H (2.87, -0.23, 0.74)
H (0.23, 1.91, -0.42)
H (-1.89, 1.10, 0.75)
H (-1.82, -0.82, -1.31)
H (1.84, -1.66, 0.35)
H (-3.10, -0.14, 0.44)
H (1.51, 1.79, 0.67)

- LUMO energy: -3.211 eV
- Energy relative to the best compared isomer or geometry (same formula, charge and spin): 51.4 kcal/mol
- SMILES: NNNC(N)=[NH2+]
- E_HOMO: -13.2417 eV
- Net charge: +1

=====

Computed, not measured: a molecular structure, C9H21Cl2IrO2P2 at a distorted geometry, with wB97M-V/def2-TZVPD.

Cartesian coordinates (Å):
Ir (-0.31, 1.15, 0.36)
Cl (1.87, -1.22, -0.20)
Cl (0.76, 3.01, 1.08)
P (0.09, 1.21, -2.01)
P (-0.12, -0.34, 2.32)
O (-3.34, 1.66, 0.40)
O (-1.20, -1.72, -0.22)
C (-2.15, 1.54, 0.44)
C (0.54, -2.06, 2.50)
C (-1.48, 1.78, -2.75)
C (0.68, -0.10, -3.16)
C (1.30, 2.57, -2.24)
C (0.80, -2.95, -1.17)
C (0.03, -2.01, -0.50)
C (0.88, 0.62, 3.51)
C (-1.82, -0.48, 3.02)
H (1.46, -2.37, -1.89)
H (0.84, 0.11, 4.49)
H (-2.41, -1.11, 2.34)
H (-1.82, 2.68, -2.22)
H (0.87, 3.50, -1.85)
H (-2.24, 0.52, 3.09)
H (0.53, -2.31, 3.58)
H (0.15, -3.70, -1.67)
H (-1.74, -0.96, 4.01)
H (-1.32, 2.00, -3.81)
H (-0.01, -0.96, -3.13)
H (1.53, 2.67, -3.31)
H (-0.10, -2.77, 1.95)
H (1.56, -2.08, 2.11)
H (1.91, 0.65, 3.14)
H (0.46, 1.64, 3.57)
H (0.68, 0.33, -4.18)
H (1.43, -3.37, -0.35)
H (2.21, 2.31, -1.69)
H (-2.22, 0.98, -2.64)
H (1.70, -0.39, -2.88)

- LUMO energy (spin up / spin down): -10.903 / -16.154 eV
- Expectation value of S²: 8.769
- E_HOMO (spin up / spin down): -19.9315 / -20.8010 eV
- Net charge: +3
- Multiplicity: 6